Entry 1:
93
Properties=species:S:1:pos:R:3:mulliken_charge:R:1 method="wB97M-V/def2-TZVPD" smiles="CCOCCOCc1c(P(O)(O)=S)cc(O)c2c1Sc1ccc(I)c(CP(=O)(O)O)c1N2[C@H](Cl)[C@H](C)Cl.CCOC(=O)OC.CCOC(=O)OC"
C 2.764 -3.406 1.159 -1.290
C 2.945 -2.549 -0.100 0.219
O 1.989 -1.506 -0.153 -0.144
C 2.402 -0.312 0.493 0.130
C 3.232 0.522 -0.477 -0.249
O 3.659 1.774 0.037 -0.495
C 2.618 2.603 0.534 -1.931
C 1.524 2.860 -0.478 0.370
C 1.843 3.277 -1.774 1.137
P 3.496 3.713 -2.375 0.529
O 4.204 2.405 -2.977 -0.485
O 4.346 4.225 -1.119 -0.450
S 3.420 5.096 -3.753 -0.453
C 0.826 3.436 -2.701 -0.829
C -0.499 3.259 -2.353 -0.161
O -1.447 3.405 -3.337 -0.456
C -0.866 2.893 -1.057 -2.168
C 0.179 2.691 -0.152 1.167
S -0.256 2.188 1.482 -0.193
C -1.757 3.100 1.670 2.160
C -2.057 3.594 2.925 -1.143
C -3.241 4.279 3.105 -0.669
C -4.103 4.440 2.034 -0.430
I -5.896 5.467 2.484 0.042
C -3.809 3.961 0.754 0.665
C -4.815 4.122 -0.359 -1.028
P -4.311 4.897 -1.902 0.951
O -5.212 5.964 -2.375 -0.777
O -2.850 5.509 -1.659 -0.528
O -4.300 3.659 -2.917 -0.518
C -2.597 3.276 0.576 -1.651
N -2.263 2.757 -0.726 1.718
C -2.924 1.486 -1.119 -0.438
Cl -3.607 0.542 0.258 -0.113
C -2.120 0.595 -2.065 0.498
C -3.069 -0.376 -2.774 -1.555
Cl -0.876 -0.387 -1.233 0.006
H 3.404 -4.286 1.076 0.411
H 3.086 -2.843 2.035 0.341
H 1.718 -3.691 1.245 0.284
H 3.977 -2.180 -0.110 0.261
H 2.820 -3.170 -0.985 -0.133
H 1.480 0.195 0.783 -0.138
H 2.956 -0.532 1.413 0.066
H 2.695 0.604 -1.427 0.212
H 4.151 -0.025 -0.694 0.423
H 3.066 3.556 0.818 0.500
H 2.240 2.160 1.455 0.553
H 4.528 2.681 -3.850 0.358
H 5.285 4.095 -1.316 0.325
H 1.062 3.737 -3.713 0.441
H -1.337 4.270 -3.743 0.375
H -1.371 3.445 3.748 0.551
H -3.491 4.680 4.077 0.362
H -5.179 3.120 -0.614 0.359
H -5.684 4.695 -0.055 0.348
H -2.756 6.324 -2.170 0.352
H -4.044 3.922 -3.808 0.319
H -3.813 1.767 -1.681 0.652
H -1.648 1.189 -2.842 0.123
H -3.749 0.196 -3.412 0.382
H -2.507 -1.040 -3.428 0.441
H -3.651 -0.962 -2.068 0.366
C 4.884 -9.042 -3.414 -1.093
C 4.696 -8.302 -2.107 -0.184
O 4.853 -6.884 -2.270 -0.362
C 3.808 -6.252 -2.801 0.807
O 2.759 -6.750 -3.118 -0.555
O 4.117 -4.958 -2.905 -0.329
C 3.098 -4.156 -3.508 -0.755
H 5.845 -8.784 -3.862 0.293
H 4.853 -10.118 -3.244 0.354
H 4.101 -8.784 -4.126 0.311
H 5.465 -8.591 -1.393 0.288
H 3.725 -8.516 -1.661 0.313
H 2.145 -4.291 -3.002 0.341
H 3.001 -4.403 -4.564 0.351
H 3.416 -3.122 -3.408 0.211
C -3.807 -1.932 7.845 -1.093
C -2.343 -2.085 7.493 -0.172
O -2.159 -2.410 6.106 -0.393
C -2.276 -1.387 5.260 0.722
O -2.485 -0.239 5.560 -0.576
O -2.104 -1.849 4.023 -0.361
C -2.267 -0.859 3.003 -0.444
H -4.362 -2.825 7.556 0.293
H -3.921 -1.780 8.919 0.352
H -4.246 -1.081 7.328 0.313
H -1.906 -2.919 8.038 0.291
H -1.775 -1.188 7.739 0.309
H -1.645 0.007 3.200 0.214
H -3.310 -0.554 2.942 0.274
H -1.966 -1.311 2.063 0.306

***

Entry 2:
85
Properties=species:S:1:pos:R:3:mulliken_charge:R:1 method="wB97M-V/def2-TZVPD" total_charge=+1
C 0.155 3.439 3.753 -0.216
C -0.982 3.113 3.955 -0.508
C -2.239 2.370 4.197 0.024
C -1.963 0.852 4.445 -0.839
C -1.185 0.125 3.349 0.246
C -1.963 -0.590 2.198 -1.693
I -3.237 -2.103 3.265 -0.038
C -2.867 0.451 1.491 0.004
C -4.318 0.589 2.020 -1.277
C -4.896 1.893 1.370 -0.718
Cl -6.056 2.653 2.548 -0.255
O -1.003 -1.292 1.535 0.446
C -0.906 -1.641 0.174 -0.627
C -2.189 -2.020 -0.614 -1.292
B -2.831 -3.410 -0.159 0.768
O -2.048 -4.519 0.004 -0.577
O -4.222 -3.491 0.030 -0.593
C 0.141 -0.758 -0.652 2.428
C -0.744 0.258 -1.490 -0.512
C -0.015 1.510 -1.991 -0.428
O 0.176 2.433 -1.235 -0.526
C 1.022 0.023 0.325 -1.832
C 1.974 -0.642 1.356 -1.506
C 2.025 -2.136 1.624 0.698
F 3.284 -2.385 2.140 -0.367
F 1.925 -2.953 0.565 -0.135
F 1.198 -2.563 2.599 -0.286
O 0.710 -1.656 -1.576 -0.690
C 2.056 -1.472 -2.003 2.027
C 2.177 -0.564 -3.266 -1.933
C 3.016 0.702 -3.122 0.489
C 3.662 1.155 -1.977 0.496
C 4.448 2.317 -1.982 -1.296
C 4.614 3.052 -3.151 1.103
C 5.489 4.301 -3.223 -1.428
C 3.952 2.638 -4.322 -0.864
C 3.181 1.481 -4.285 -0.708
C 2.469 -2.902 -2.470 -1.634
C 4.016 -2.966 -2.677 0.053
C 4.837 -2.874 -1.408 -0.460
O 4.736 -1.790 -2.400 -0.360
H 1.200 3.639 3.631 0.411
H -2.971 2.550 3.403 -0.159
H -2.655 2.761 5.135 0.529
H -1.323 0.856 5.339 0.426
H -2.908 0.410 4.774 0.301
H -0.615 -0.689 3.820 0.498
H -0.424 0.787 2.912 -0.141
H -2.999 0.323 0.412 0.226
H -2.385 1.434 1.608 0.556
H -4.954 -0.222 1.658 0.681
H -4.364 0.752 3.096 0.451
H -5.376 1.692 0.408 0.421
H -4.105 2.623 1.173 0.480
H -0.392 -2.617 0.176 0.667
H -1.814 -2.240 -1.630 0.268
H -2.928 -1.222 -0.734 0.156
H -2.587 -5.279 -0.260 0.313
H -4.685 -3.320 -0.799 0.289
H -1.610 0.624 -0.935 0.259
H -1.058 -0.297 -2.383 0.475
H 0.338 1.587 -3.040 0.483
H 1.643 0.710 -0.266 0.386
H 0.352 0.706 0.861 1.221
H 1.793 -0.180 2.336 0.339
H 3.007 -0.348 1.131 0.463
H 2.777 -1.213 -1.226 -0.609
H 1.160 -0.353 -3.628 0.641
H 2.643 -1.138 -4.078 0.908
H 3.578 0.602 -1.044 0.240
H 4.976 2.650 -1.089 0.328
H 6.126 4.309 -2.329 0.349
H 4.908 5.220 -3.332 0.297
H 6.182 4.181 -4.066 0.370
H 4.050 3.171 -5.266 0.386
H 2.687 1.176 -5.212 0.365
H 2.224 -3.671 -1.733 0.376
H 2.063 -3.102 -3.468 0.565
H 4.386 -3.643 -3.454 0.431
H 4.265 -2.680 -0.504 0.015
H 5.876 -3.184 -1.431 0.304
O -8.342 0.292 2.774 -0.357
H -8.924 0.373 1.992 0.457
H -8.842 0.415 3.606 0.450
H -7.569 0.921 2.719 0.293

***

Entry 3:
86
Properties=species:S:1:pos:R:3:mulliken_charge:R:1 method="wB97M-V/def2-TZVPD" spin_multiplicity=5 total_charge=-2
Ru -0.420 -0.092 -0.624 -0.274
Cl -1.485 -0.973 -2.469 -0.458
C 0.312 1.096 3.041 -0.530
C 0.168 1.140 0.804 -0.366
N 0.763 0.540 1.873 0.512
H -1.143 2.737 3.319 0.339
N -0.645 2.091 1.336 0.895
H 0.656 0.773 4.008 0.456
C 1.659 -0.610 1.698 1.545
C 2.493 -0.761 2.955 -2.236
C 0.814 -1.836 1.433 -0.992
H 1.861 -0.984 3.821 0.498
H 3.185 -1.601 2.835 0.447
H 3.086 0.138 3.157 0.414
H 3.099 -1.228 0.256 0.486
H 3.100 0.531 0.556 0.373
H 0.188 -1.721 0.495 -0.064
C 2.463 -0.353 0.437 -1.366
H 0.156 -2.046 2.287 0.336
H 1.485 -2.694 1.283 0.556
H 1.802 -0.213 -0.452 0.120
C -0.559 2.075 2.701 -0.423
C -2.950 2.762 0.951 -1.291
H -3.158 3.012 1.998 0.350
H -3.601 3.377 0.315 0.512
C -1.502 3.003 0.556 1.500
H -2.025 3.149 -1.510 0.509
C -1.107 4.441 0.870 -1.816
H -0.053 4.623 0.636 0.366
H -3.212 1.711 0.780 0.109
H -1.446 1.530 -1.048 0.592
H -1.281 4.698 1.920 0.376
H -1.712 5.118 0.254 0.427
C -1.276 2.639 -0.898 -1.777
H -0.277 2.924 -1.240 0.388
C 0.502 -2.136 -7.255 -0.492
N 0.526 -2.130 -5.874 0.518
H -0.362 -0.656 -8.623 0.330
N -0.517 -0.361 -6.476 0.507
H 0.959 -2.900 -7.858 0.356
C 1.273 -3.086 -5.043 1.876
C 1.639 -4.303 -5.865 -2.186
C 2.524 -2.386 -4.535 -1.752
H 2.307 -4.046 -6.694 0.480
H 2.174 -5.007 -5.217 0.442
H 0.742 -4.809 -6.241 0.432
H 0.974 -4.156 -3.216 0.426
H -0.489 -4.015 -4.221 0.373
H 2.259 -1.505 -3.940 0.272
C 0.403 -3.484 -3.870 -1.284
H 3.158 -2.088 -5.378 0.377
H 3.088 -3.087 -3.909 0.463
H 0.088 -2.600 -3.309 -0.050
C -0.150 -1.018 -7.637 -0.552
C -0.012 1.998 -6.230 -1.761
H 0.724 1.956 -7.043 0.358
H -0.461 2.999 -6.220 0.451
C -1.123 0.976 -6.439 1.702
H -2.434 2.043 -5.146 0.445
C -1.877 1.246 -7.728 -2.039
H -2.662 0.496 -7.887 0.424
H 0.485 1.822 -5.267 0.335
H -1.547 0.705 -4.342 0.007
H -1.210 1.283 -8.597 0.457
H -2.364 2.226 -7.648 0.433
C -2.061 1.017 -5.254 -1.318
H -2.907 0.341 -5.420 0.393
C -0.060 -1.016 -5.385 -0.500
O -2.079 -2.738 0.092 -0.589
C -2.287 -1.732 0.754 0.369
O -2.093 -0.469 0.361 -0.581
C -2.742 -1.810 2.202 1.150
C -3.347 -0.716 2.824 -0.265
C -3.436 -0.679 4.225 -0.091
C -3.138 -1.806 5.000 -0.822
C -2.620 -2.936 4.359 -0.125
C -2.402 -2.940 2.963 -1.175
N -2.265 -4.091 5.147 0.878
O -2.561 -4.084 6.362 -0.842
O -1.684 -5.047 4.590 -0.842
N -3.621 0.598 4.862 0.814
O -3.859 1.593 4.134 -0.778
O -3.519 0.670 6.101 -0.843
H -3.676 0.127 2.228 0.377
H -3.260 -1.782 6.078 0.500
H -1.966 -3.817 2.487 0.426

***

Entry 4:
86
Properties=species:S:1:pos:R:3:mulliken_charge:R:1 method="wB97M-V/def2-TZVPD" spin_multiplicity=4 total_charge=-2
Tc -1.426 -0.452 -0.099 -0.373
Cl -0.655 -2.564 0.204 -0.784
C -4.918 0.495 -0.935 -0.455
C -3.268 -0.744 -0.065 -0.344
N -3.968 -0.470 -1.228 0.469
H -5.389 1.521 0.989 0.344
N -3.893 -0.050 0.970 0.388
H -5.449 1.044 -1.697 0.329
C -3.377 -0.782 -2.565 1.539
C -4.468 -0.892 -3.619 -1.965
C -2.382 0.317 -2.941 -1.185
H -4.967 0.077 -3.774 0.429
H -3.983 -1.185 -4.567 0.411
H -5.192 -1.674 -3.345 0.407
H -2.183 -2.259 -3.519 0.516
H -3.138 -2.930 -2.138 0.289
H -1.546 0.447 -2.200 -0.034
C -2.578 -2.066 -2.510 -1.433
H -2.868 1.291 -3.110 0.294
H -1.909 -0.024 -3.870 0.486
H -1.666 -1.948 -1.897 0.163
C -4.876 0.753 0.427 -0.496
C -2.527 1.492 2.336 -1.216
H -3.241 2.338 2.307 0.358
H -1.951 1.519 3.284 0.406
C -3.226 0.130 2.301 1.802
H -1.600 -0.679 3.390 0.537
C -4.233 -0.002 3.438 -2.015
H -4.725 -0.988 3.402 0.423
H -1.783 1.600 1.510 0.011
H -1.251 -0.668 1.739 -0.070
H -4.972 0.811 3.397 0.381
H -3.681 0.071 4.392 0.386
C -2.124 -0.893 2.461 -1.094
H -2.447 -1.937 2.449 0.462
C 4.238 -3.174 -0.104 -0.594
N 3.457 -2.165 -0.627 1.082
H 4.781 -3.551 1.986 0.339
N 3.486 -1.867 1.484 1.027
H 4.751 -3.922 -0.679 0.352
C 2.726 -2.264 -1.965 1.576
C 3.759 -2.382 -3.057 -1.988
C 1.754 -3.443 -2.020 -1.206
H 4.289 -3.331 -3.027 0.388
H 3.273 -2.331 -4.030 0.430
H 4.477 -1.566 -3.016 0.421
H 1.483 -1.098 -3.236 0.517
H 2.303 -0.105 -1.946 0.307
H 0.967 -3.299 -1.265 0.104
C 1.828 -1.057 -2.187 -1.426
H 2.205 -4.432 -1.882 0.334
H 1.255 -3.404 -3.002 0.355
H 0.925 -1.160 -1.557 0.091
C 4.255 -2.985 1.242 -0.571
C 1.592 -2.545 3.057 -1.210
H 1.900 -3.589 3.195 0.332
H 1.088 -2.192 3.973 0.382
C 2.754 -1.576 2.788 1.685
H 1.669 0.014 3.704 0.519
C 3.744 -1.628 3.925 -2.070
H 4.586 -0.962 3.756 0.434
H 0.862 -2.493 2.235 0.038
H 1.185 -0.321 2.024 -0.120
H 4.110 -2.636 4.104 0.411
H 3.266 -1.308 4.848 0.428
C 2.058 -0.226 2.694 -1.707
H 2.699 0.575 2.310 0.408
C 3.509 -1.158 0.307 -1.674
O 1.989 0.629 0.070 -0.054
C 1.018 1.404 -0.042 -0.170
O -0.216 0.999 0.053 0.380
C 1.102 2.878 -0.277 1.192
C -0.074 3.630 -0.458 -0.925
C 0.010 5.017 -0.685 -0.272
C 1.233 5.687 -0.713 -0.374
C 2.392 4.932 -0.534 -0.557
C 2.340 3.534 -0.329 -0.846
N 3.651 5.629 -0.545 0.943
O 3.629 6.868 -0.716 -0.806
O 4.709 4.989 -0.383 -0.787
N -1.211 5.738 -0.899 1.023
O -2.285 5.097 -0.881 -0.654
O -1.156 6.968 -1.096 -0.681
H -1.044 3.140 -0.433 0.576
H 1.276 6.762 -0.870 0.552
H 3.265 2.979 -0.212 0.698

***

Entry 5:
91
Properties=species:S:1:pos:R:3:mulliken_charge:R:1 method="wB97M-V/def2-TZVPD" spin_multiplicity=2 de_lowest_kcal_mol=6.2
Ti -0.046 -0.052 0.129 -0.034
O -2.945 2.749 1.651 -0.585
C -2.053 2.043 0.983 -0.762
O -1.150 1.420 1.498 -0.196
C -2.190 2.086 -0.498 0.102
C -3.085 2.861 -1.213 -0.539
C -3.043 2.783 -2.598 -1.380
C -2.115 1.954 -3.212 -0.733
C -1.258 1.219 -2.410 1.531
N -1.306 1.292 -1.088 1.212
C -0.141 0.317 -2.837 -0.759
O 0.102 0.070 -4.103 -0.529
O 0.588 -0.115 -1.969 0.007
H -2.757 2.661 2.600 0.545
H -3.787 3.499 -0.697 0.622
H -3.724 3.371 -3.197 0.493
H -2.065 1.901 -4.292 0.438
H -0.638 0.320 -4.670 0.384
C 1.015 -1.916 3.012 -1.956
N -0.059 -1.342 2.186 1.313
C -1.199 -1.915 2.352 -0.614
C -2.308 -1.573 1.541 -0.740
C -3.638 -1.979 1.578 -1.104
C -4.247 -1.383 0.470 -1.244
C -3.247 -0.670 -0.188 -0.711
N -2.063 -0.771 0.463 1.662
C 1.224 -1.308 4.384 0.961
C 0.152 -0.995 5.214 -0.128
C 0.369 -0.476 6.481 -0.781
C 1.662 -0.273 6.942 -0.483
C 2.737 -0.598 6.129 -0.922
C 2.515 -1.110 4.858 -0.074
H 1.953 -1.865 2.467 -0.103
H 0.798 -2.980 3.160 0.760
H -1.328 -2.709 3.091 0.634
H -4.084 -2.634 2.310 0.540
H -5.267 -1.494 0.142 0.463
H -3.340 -0.181 -1.145 0.342
H -0.861 -1.134 4.858 0.423
H -0.475 -0.229 7.113 0.406
H 1.830 0.135 7.931 0.396
H 3.750 -0.445 6.479 0.413
H 3.358 -1.356 4.224 0.431
C 2.359 -2.184 0.052 -1.673
O 1.858 -0.878 0.381 0.865
Si 2.878 0.510 0.271 0.545
C 3.922 0.188 -1.251 -1.333
C 4.039 0.396 1.733 -1.332
C 1.594 1.812 0.231 1.653
Si 1.519 2.785 1.845 0.678
C 3.112 3.675 2.362 -1.523
C 1.095 1.688 3.312 -0.792
C 0.267 4.216 1.844 -1.614
Si 1.876 3.021 -1.174 0.472
C 3.476 4.006 -0.976 -1.244
C 0.530 4.337 -1.390 -1.112
C 2.015 2.365 -2.950 -1.131
H 3.358 -2.297 0.477 0.314
H 2.399 -2.308 -1.030 0.193
H 1.694 -2.935 0.467 0.484
H 4.695 -0.548 -1.018 0.427
H 4.429 1.090 -1.598 0.258
H 3.324 -0.205 -2.073 0.236
H 4.546 -0.574 1.726 0.424
H 3.537 0.516 2.694 0.200
H 4.815 1.160 1.656 0.501
H 4.027 3.123 2.145 0.352
H 3.069 3.820 3.446 0.403
H 3.205 4.663 1.913 0.451
H 0.966 0.656 3.005 -0.623
H 0.154 1.988 3.779 0.363
H 1.867 1.717 4.082 0.572
H 0.748 5.150 1.551 0.428
H -0.092 4.354 2.869 0.450
H -0.601 4.092 1.196 0.366
H 3.477 4.654 -0.103 0.300
H 3.616 4.639 -1.857 0.447
H 4.349 3.352 -0.900 0.292
H 0.572 5.130 -0.646 0.446
H -0.481 3.924 -1.378 0.076
H 0.680 4.800 -2.370 0.472
H 2.702 3.035 -3.474 0.604
H 1.061 2.451 -3.477 0.265
H 2.385 1.352 -3.077 0.209
F -0.211 -2.149 -0.670 -0.211
Sb -0.869 -3.267 -2.134 2.095
F 0.682 -2.766 -3.079 -0.583
F 0.073 -4.687 -1.343 -0.563
F -1.490 -4.281 -3.581 -0.521
F -2.393 -3.639 -1.113 -0.578
F -1.729 -1.685 -2.798 -0.707

***

The records above give, respectively, energy values of -134308.230; -74545.053; -67093.411; -66706.827; -115080.622 eV.